(1)
DFT (ωB97M-V/def2-TZVPD) results for a molecular structure, C52H40GaN2OP2S2.

As for the lowest unoccupied orbital energy: -0.11450 Ha. The energy above the lowest of the compared OMol25 structures with the same formula, charge and spin is 1.378 eV. The calculation puts the energy at -5594.068549 hartree. The orbital gap comes out at 6.5335 eV. Its charge is +1. The maximum force comes out at 0.0143 Eh/bohr. Its HOMO energy is -9.6 eV.

Element x y z (Å)
Ga1 0.95 1.43 -0.69
C1 4.38 0.32 1.81
C2 4.34 1.31 2.78
C3 3.23 2.14 2.87
C4 2.20 1.96 1.97
N1 2.26 1.04 1.01
C5 3.31 0.22 0.93
C6 0.94 2.76 1.97
C7 0.63 3.72 2.91
C8 -0.59 4.36 2.83
C9 -1.48 4.02 1.83
C10 -1.09 3.07 0.91
N2 0.10 2.47 0.98
H1 5.22 -0.35 1.72
H2 5.16 1.42 3.47
H3 3.19 2.91 3.62
H4 3.30 -0.51 0.13
H5 1.33 3.97 3.70
H6 -0.85 5.13 3.55
H7 -2.45 4.49 1.74
H8 -1.73 2.79 0.07
O1 -1.24 -2.33 0.08
C11 -1.82 -2.89 1.22
C12 -2.80 -3.89 1.18
C13 -3.30 -4.40 2.36
C14 -2.86 -3.92 3.59
C15 -1.95 -2.88 3.61
C16 -1.43 -2.34 2.43
P1 -0.39 -0.80 2.50
C17 1.01 -1.44 3.51
C18 1.70 -2.49 2.88
C19 2.83 -3.05 3.46
C20 3.30 -2.57 4.68
C21 2.65 -1.52 5.29
C22 1.52 -0.95 4.71
C23 -1.59 0.12 3.56
C24 -1.52 0.46 4.90
C25 -2.58 1.12 5.53
C26 -3.72 1.45 4.82
C27 -3.81 1.12 3.47
C28 -2.75 0.48 2.85
C29 -1.29 -2.93 -1.17
C30 -1.47 -4.30 -1.37
C31 -1.54 -4.81 -2.65
C32 -1.44 -3.97 -3.75
C33 -1.19 -2.62 -3.54
C34 -1.07 -2.10 -2.25
P2 -0.44 -0.38 -2.12
C35 -1.82 0.59 -2.81
C36 -1.79 1.40 -3.93
C37 -2.93 2.09 -4.32
C38 -4.09 2.00 -3.57
C39 -4.12 1.20 -2.43
C40 -2.99 0.50 -2.05
C41 0.95 -0.62 -3.28
C42 2.04 -1.26 -2.70
C43 3.15 -1.61 -3.45
C44 3.19 -1.30 -4.80
C45 2.11 -0.67 -5.39
C46 0.98 -0.35 -4.64
H9 -3.18 -4.25 0.24
H10 -4.06 -5.17 2.32
H11 -3.25 -4.33 4.51
H12 -1.63 -2.46 4.56
H13 1.34 -2.87 1.93
H14 3.34 -3.87 2.97
H15 4.17 -3.02 5.14
H16 3.02 -1.12 6.23
H17 1.06 -0.10 5.20
H18 -0.66 0.19 5.50
H19 -2.51 1.36 6.58
H20 -4.55 1.94 5.31
H21 -4.70 1.36 2.90
H22 -2.82 0.22 1.79
H23 -1.53 -4.97 -0.53
H24 -1.66 -5.88 -2.79
H25 -1.52 -4.36 -4.76
H26 -1.05 -1.97 -4.39
H27 -0.88 1.54 -4.50
H28 -2.91 2.71 -5.21
H29 -4.98 2.55 -3.87
H30 -5.03 1.12 -1.84
H31 -3.01 -0.13 -1.16
H32 2.02 -1.49 -1.64
H33 3.99 -2.11 -2.98
H34 4.06 -1.56 -5.39
H35 2.13 -0.43 -6.45
H36 0.14 0.11 -5.14
S1 2.98 1.69 -1.72
C47 2.44 2.52 -3.18
C48 3.29 2.53 -4.29
C49 2.94 3.21 -5.44
C50 1.72 3.88 -5.50
C51 0.87 3.86 -4.42
C52 1.22 3.18 -3.24
S2 0.11 3.22 -1.88
H37 4.24 2.01 -4.23
H38 3.61 3.22 -6.29
H39 1.45 4.44 -6.39
H40 -0.08 4.38 -4.45



(2)
DFT (ωB97M-V/def2-TZVPD) results for a molecular structure, C52H41IN2O2PTl at a distorted geometry.

As for the lowest unoccupied orbital energy: 0.13870 Ha. The energy above the lowest of the compared OMol25 structures with the same formula, charge and spin is 0.415 eV. The calculation puts the energy at -3077.611025 hartree. The orbital gap comes out at 4.2270 eV. Its charge is -2. The maximum force comes out at 0.0461 Eh/bohr. Its HOMO energy is -0.5 eV.

Element x y z (Å)
Tl1 0.07 1.89 0.41
O1 0.51 1.07 -2.07
C1 1.52 1.48 -2.76
C2 1.35 2.07 -4.01
C3 2.45 2.57 -4.67
C4 3.70 2.64 -4.08
C5 3.83 2.09 -2.83
C6 2.76 1.56 -2.14
C7 3.03 1.07 -0.74
N1 3.56 1.93 0.02
C8 4.09 1.77 1.34
C9 3.04 2.04 2.42
N2 2.10 3.05 2.05
C10 2.12 4.12 2.76
C11 1.28 5.27 2.87
C12 1.74 6.31 3.65
C13 1.04 7.46 3.90
C14 -0.26 7.48 3.33
C15 -0.76 6.48 2.56
C16 -0.01 5.35 2.21
O2 -0.48 4.48 1.43
H1 0.42 2.16 -4.59
H2 2.28 2.98 -5.70
H3 4.52 3.03 -4.66
H4 4.81 2.16 -2.32
H5 2.15 -0.74 -1.42
H6 4.89 2.54 1.42
H7 4.58 0.77 1.48
H8 3.51 2.26 3.38
H9 2.44 1.11 2.55
H10 3.00 4.25 3.43
H11 2.69 6.18 4.21
H12 1.45 8.16 4.65
H13 -0.89 8.32 3.51
H14 -1.76 6.59 2.17
I1 -2.48 1.05 -2.38
C17 -4.33 1.38 -1.56
C18 -4.84 2.68 -1.61
C19 -6.16 2.98 -1.18
C20 -7.03 1.98 -0.88
C21 -6.53 0.66 -0.76
C22 -7.39 -0.44 -0.40
C23 -6.89 -1.69 -0.16
C24 -5.55 -1.91 -0.31
C25 -4.65 -0.97 -0.68
P1 -2.89 -1.11 -0.12
C26 -2.16 -2.18 -1.46
C27 -0.81 -1.97 -1.76
C28 -0.20 -2.73 -2.77
C29 -0.89 -3.73 -3.41
C30 -2.18 -3.98 -3.08
C31 -2.85 -3.19 -2.14
C32 -3.00 -2.28 1.24
C33 -2.12 -3.35 1.25
C34 -2.22 -4.26 2.31
C35 -3.15 -4.15 3.35
C36 -4.00 -3.04 3.32
C37 -3.86 -2.07 2.31
C38 -5.16 0.33 -1.06
H15 -4.20 3.45 -2.05
H16 -6.47 4.07 -1.26
H17 -8.09 2.17 -0.66
H18 -8.43 -0.23 -0.30
H19 -7.58 -2.49 0.16
H20 -5.20 -2.86 -0.03
H21 -0.22 -1.23 -1.18
H22 0.88 -2.60 -2.96
H23 -0.39 -4.34 -4.13
H24 -2.74 -4.76 -3.53
H25 -3.92 -3.31 -1.94
H26 -1.43 -3.51 0.44
H27 -1.56 -5.07 2.32
H28 -3.25 -4.87 4.13
H29 -4.67 -2.86 4.14
H30 -4.50 -1.21 2.34
C39 1.06 -4.78 1.91
C40 1.48 -4.49 0.61
C41 1.79 -3.22 0.22
C42 1.76 -2.09 1.14
C43 1.34 -2.48 2.46
C44 1.03 -3.77 2.84
C45 2.14 -0.81 0.77
C46 2.82 -0.44 -0.58
C47 4.11 -1.12 -0.97
C48 5.12 -1.34 -0.05
C49 6.36 -1.82 -0.54
C50 6.54 -1.99 -1.90
C51 5.50 -1.83 -2.81
C52 4.27 -1.42 -2.30
H31 0.76 -5.81 2.16
H32 1.45 -5.22 -0.14
H33 2.04 -3.10 -0.83
H34 1.33 -1.70 3.21
H35 0.70 -3.96 3.87
H36 2.15 0.01 1.49
H37 4.95 -1.14 1.02
H38 7.22 -2.03 0.10
H39 7.48 -2.40 -2.20
H40 5.54 -2.07 -3.90
H41 3.39 -1.31 -2.92